1.
{
  "formula": "C5H6O2",
  "method": "wB97M-V/def2-TZVPD",
  "smiles": "COC(=O)C1C=C1",
  "mol_weight_g_mol": 98.10,
  "largest_force_ev_per_a": 3.80,
  "orbital_gap_ev": 10.75,
  "energy_ev": -9373.910,
  "de_lowest_kcal_mol": 73.5,
  "symbols": ["C", "O", "C", "O", "C", "C", "C", "H", "H", "H", "H", "H", "H"],
  "positions_angstrom": [[1.595717, -1.665161, 0.810680], [1.029983, -0.402875, 0.692978], [-0.061399, -0.313503, -0.100680], [-0.493238, -1.150008, -0.867121], [-0.460782, 1.150661, -0.124313], [-1.910790, 1.708596, -0.202266], [-1.251021, 1.553676, -1.361419], [1.412316, -2.370482, -0.080519], [1.289452, -2.218509, 1.709562], [2.699166, -1.652602, 1.071455], [0.268300, 1.673011, 0.443929], [-2.807900, 1.786552, 0.412636], [-1.309804, 1.900644, -2.404920]],
  "atomic_forces_ev_per_a": [[1.901, -3.198, 0.083], [-0.428, -0.308, 0.035], [-0.504, 0.842, -1.529], [0.491, 0.244, 1.374], [-1.645, -0.852, -0.528], [2.104, -2.027, -2.225], [-1.732, 2.050, 2.697], [0.267, 1.433, 1.200], [-0.917, 0.331, -0.183], [-1.016, 0.794, -1.040], [0.583, 1.151, -0.102], [0.456, 0.200, -0.452], [0.439, -0.661, 0.671]]
}

2.
{
  "formula": "C32H35CrN4O4P2Se",
  "method": "wB97M-V/def2-TZVPD",
  "mol_weight_g_mol": 732.56,
  "largest_force_ev_per_a": 0.21,
  "orbital_gap_ev": [7.38, 7.37],
  "energy_ev": -160252.309,
  "de_lowest_kcal_mol": 0.7,
  "s2": 3.778,
  "spin_multiplicity": 4,
  "symbols": ["Cr", "N", "C", "C", "N", "C", "C", "N", "H", "H", "H", "H", "H", "H", "H", "H", "H", "H", "H", "H", "H", "O", "C", "O", "C", "O", "O", "Se", "C", "N", "C", "P", "C", "C", "C", "C", "C", "C", "C", "C", "C", "C", "C", "C", "P", "C", "C", "C", "C", "C", "C", "C", "C", "C", "C", "C", "C", "H", "H", "H", "H", "H", "H", "H", "H", "H", "H", "H", "H", "H", "H", "H", "H", "H", "H", "H", "H", "H", "H"],
  "positions_angstrom": [[0.093523, 1.303105, 1.836663], [1.560717, 2.634486, 1.143711], [0.908952, 3.847494, 0.599394], [-0.330912, 3.435280, -0.181665], [-1.146304, 2.454442, 0.571258], [-2.207133, 3.017583, 1.437210], [-1.603867, 3.630874, 2.687560], [-0.581456, 2.717121, 3.250323], [2.225884, 2.931996, 1.870552], [2.158682, 2.229512, 0.426370], [1.591891, 4.402150, -0.045927], [0.669017, 4.500740, 1.436617], [-0.030380, 2.946663, -1.113499], [-0.926003, 4.312068, -0.451261], [-1.600647, 1.824872, -0.094346], [-2.854301, 2.182417, 1.706193], [-2.801863, 3.757923, 0.894464], [-2.389203, 3.842850, 3.413975], [-1.107819, 4.577254, 2.475743], [-1.005162, 2.120887, 3.956516], [0.115805, 3.300684, 3.741809], [-1.898158, -1.368493, 3.905520], [-1.097789, -0.638573, 3.382633], [-1.372742, 0.196209, 2.400166], [0.410840, -0.592810, 3.800511], [0.864952, -1.333134, 4.625621], [1.089002, 0.321778, 3.129828], [1.358059, 5.414776, 4.092359], [2.758267, 4.706510, 3.180390], [3.604193, 4.225970, 2.543505], [0.173309, -0.262273, -1.618393], [0.924571, -0.361879, 0.051850], [2.670863, 0.077567, -0.230828], [3.498800, 0.038062, 0.897265], [4.822488, 0.429729, 0.801613], [5.336824, 0.860747, -0.416001], [4.525554, 0.890562, -1.538098], [3.192790, 0.502167, -1.447851], [1.044114, -2.148265, 0.381399], [1.965012, -2.908315, -0.342610], [2.071400, -4.269842, -0.119382], [1.272216, -4.882311, 0.838983], [0.357181, -4.133235, 1.558926], [0.237084, -2.771243, 1.323562], [-1.675106, -0.168152, -1.571146], [-2.154408, -1.791099, -0.899542], [-1.772134, -2.991038, -1.503092], [-2.140413, -4.198815, -0.939640], [-2.893884, -4.219193, 0.231116], [-3.275734, -3.034395, 0.837286], [-2.908892, -1.819340, 0.269130], [-2.077060, -0.360233, -3.344610], [-1.206058, -0.002834, -4.369847], [-1.600842, -0.098441, -5.698798], [-2.870732, -0.549865, -6.017548], [-3.749449, -0.904075, -5.001423], [-3.357580, -0.806476, -3.677296], [0.542185, -1.080632, -2.242869], [0.500463, 0.685721, -2.056776], [3.092824, -0.269826, 1.854984], [5.447975, 0.418841, 1.683748], [6.368043, 1.180200, -0.484156], [4.923704, 1.219503, -2.489152], [2.576935, 0.525510, -2.338380], [2.613026, -2.433187, -1.069821], [2.790005, -4.852095, -0.681377], [1.370318, -5.944016, 1.024997], [-0.268170, -4.597602, 2.309635], [-0.508234, -2.212641, 1.865837], [-1.191275, -2.977258, -2.418917], [-1.839590, -5.127337, -1.407666], [-3.175561, -5.166853, 0.672510], [-3.837611, -3.043171, 1.761853], [-3.187420, -0.894406, 0.757672], [-0.207110, 0.350756, -4.148320], [-0.909508, 0.178473, -6.484177], [-3.176103, -0.628164, -7.052559], [-4.742966, -1.259155, -5.242224], [-4.047884, -1.092808, -2.892062]],
  "atomic_forces_ev_per_a": [[-0.006, -0.100, 0.097], [0.030, 0.071, -0.055], [-0.019, -0.028, -0.019], [-0.002, 0.006, 0.003], [-0.042, -0.001, -0.026], [-0.001, -0.001, 0.013], [0.017, -0.010, -0.016], [-0.087, -0.029, 0.101], [0.021, 0.030, -0.018], [-0.028, -0.037, 0.037], [0.003, 0.011, 0.011], [-0.001, 0.006, 0.015], [-0.007, -0.004, 0.007], [-0.001, -0.001, -0.006], [0.018, 0.019, -0.008], [0.001, 0.000, 0.000], [0.012, 0.002, -0.008], [-0.002, -0.006, -0.004], [0.001, 0.012, 0.002], [-0.001, 0.019, -0.001], [0.143, -0.033, -0.152], [0.035, -0.057, -0.020], [-0.094, 0.127, 0.095], [0.032, 0.024, -0.078], [0.041, 0.019, -0.049], [-0.001, -0.038, 0.032], [-0.032, -0.010, -0.022], [-0.074, 0.041, 0.079], [-0.003, 0.020, -0.025], [0.013, -0.048, 0.004], [-0.052, 0.031, -0.019], [0.033, -0.004, -0.010], [0.015, -0.059, 0.085], [-0.005, 0.015, -0.023], [-0.005, 0.016, -0.006], [-0.010, -0.004, 0.007], [-0.008, 0.005, -0.014], [0.006, -0.008, -0.028], [-0.033, 0.012, -0.020], [0.002, 0.005, 0.007], [0.005, 0.001, -0.008], [-0.003, 0.000, 0.009], [0.008, -0.010, -0.005], [-0.023, 0.036, 0.003], [0.008, -0.007, 0.017], [0.016, 0.015, 0.019], [-0.027, 0.000, 0.001], [-0.012, 0.010, -0.021], [-0.003, 0.000, 0.001], [0.027, 0.004, 0.018], [0.035, -0.022, -0.003], [-0.019, -0.007, -0.008], [-0.010, 0.005, -0.006], [0.009, 0.002, 0.014], [-0.008, -0.004, -0.003], [0.001, 0.002, -0.005], [0.016, -0.004, 0.003], [0.003, 0.009, -0.009], [0.023, -0.034, 0.012], [0.000, 0.000, 0.004], [0.002, -0.003, 0.002], [0.003, -0.001, -0.003], [0.001, 0.003, 0.002], [0.022, 0.008, 0.010], [0.005, 0.002, -0.003], [0.003, 0.001, -0.002], [0.000, -0.002, 0.001], [-0.003, 0.003, 0.001], [-0.006, -0.024, -0.017], [0.001, -0.001, -0.003], [0.006, 0.000, 0.005], [0.002, 0.001, 0.002], [-0.005, -0.007, -0.007], [0.015, 0.015, 0.010], [0.005, -0.001, -0.002], [0.002, 0.000, 0.000], [-0.002, 0.002, -0.001], [-0.001, -0.002, 0.001], [-0.001, -0.004, 0.002]]
}

3.
{
  "formula": "C29H54BrClIN5O8PS2",
  "method": "wB97M-V/def2-TZVPD",
  "mol_weight_g_mol": 938.15,
  "largest_force_ev_per_a": 8.40,
  "total_charge": 1,
  "orbital_gap_ev": 8.07,
  "energy_ev": -176387.271,
  "symbols": ["C", "C", "C", "I", "O", "C", "Cl", "C", "C", "C", "O", "C", "C", "C", "N", "C", "N", "C", "N", "C", "C", "C", "O", "C", "C", "C", "N", "C", "C", "C", "N", "P", "O", "Br", "H", "H", "H", "H", "H", "H", "H", "H", "H", "H", "H", "H", "H", "H", "H", "H", "H", "H", "H", "H", "H", "H", "H", "H", "H", "H", "H", "H", "H", "H", "H", "H", "H", "H", "H", "H", "H", "H", "C", "C", "C", "S", "O", "O", "C", "H", "H", "H", "H", "H", "H", "H", "H", "C", "C", "C", "S", "O", "O", "C", "H", "H", "H", "H", "H", "H", "H", "H"],
  "positions_angstrom": [[-2.044822, -3.697272, -0.784828], [-1.658988, -2.437832, -1.685573], [-0.111921, -2.108417, -1.965589], [0.495146, -4.241899, -2.389771], [-0.031433, -1.539678, -3.275773], [0.254599, -0.170416, -3.446349], [-1.467031, 0.514555, -3.046149], [0.338987, 0.169380, -5.003298], [1.126168, -0.821026, -5.977033], [0.339841, -2.221466, -6.277642], [1.210054, -3.382845, -6.221135], [1.441518, 0.504089, -2.515648], [0.834447, 1.885827, -2.030375], [0.480831, 3.160888, -2.874423], [-0.427202, 3.186837, -4.030425], [2.667665, 1.070495, -3.437471], [3.843752, 1.584325, -2.706721], [5.112996, 1.525337, -3.506569], [1.927209, -0.498354, -1.460236], [2.983757, -1.408427, -2.096443], [3.008003, -2.121775, -3.467374], [3.835805, -3.551280, -3.388627], [3.551253, -4.317502, -4.578196], [2.671824, 0.055531, -0.262245], [2.337452, 1.242250, 0.679833], [3.156984, 1.655441, 1.894050], [4.329706, 1.035232, 2.348247], [4.732082, -0.104683, 1.613184], [3.958097, -0.594219, 0.395735], [0.751031, -1.341421, -0.887004], [1.290799, -2.396766, 0.051240], [-0.251559, -0.408663, 0.508874], [-1.672019, 0.352071, -0.012660], [-1.184782, -1.901042, 2.019495], [-3.022962, -3.407884, -0.232764], [-2.347994, -4.640436, -1.378053], [-1.322794, -3.996306, 0.036169], [-2.047025, -2.735881, -2.740096], [-2.333660, -1.572650, -1.405010], [0.689575, 1.220908, -5.267746], [-0.735700, 0.137739, -5.436225], [2.234472, -0.966739, -5.768825], [1.102102, -0.294670, -7.011345], [-0.594312, -2.335387, -5.608617], [-0.085256, -2.203429, -7.355096], [2.017627, -3.094482, -6.713147], [1.756874, 2.362123, -1.492782], [0.065681, 1.833231, -1.167367], [0.042330, 3.929678, -2.123331], [1.431050, 3.716278, -3.255802], [-1.089766, 3.969999, -3.995570], [0.057799, 3.275152, -4.937670], [2.336672, 1.954542, -4.110555], [3.002321, 0.365250, -4.262635], [3.694585, 2.562772, -2.423728], [5.695428, 0.587995, -3.189671], [4.819205, 1.505477, -4.617810], [5.743169, 2.469186, -3.305179], [4.014361, -0.874873, -2.112841], [3.200369, -2.325253, -1.420733], [3.703984, -1.610407, -4.247263], [2.107689, -2.423871, -4.066885], [3.513304, -4.168850, -2.485059], [4.958059, -3.331004, -3.260838], [3.147756, -5.157430, -4.262952], [1.385912, 1.814428, 0.467500], [2.785863, 2.556943, 2.504037], [5.673286, -0.638357, 2.003524], [4.446427, -1.543173, -0.040640], [0.614831, -3.134660, 0.243990], [1.535353, -2.004432, 0.971029], [-1.970291, 0.924953, 0.737916], [-2.440001, 3.901863, 5.148363], [-1.850503, 2.595506, 5.684335], [-1.802692, 1.603856, 4.522410], [-1.647138, 2.583070, 3.033882], [-2.847587, 2.412484, 2.241121], [-0.322987, 2.396451, 2.476448], [-1.716318, 4.174561, 3.836133], [-2.312240, 4.724305, 5.854759], [-3.512385, 3.775708, 4.965786], [-0.836080, 2.778676, 6.054253], [-2.436059, 2.199118, 6.517006], [-0.948699, 0.930517, 4.602963], [-2.725017, 1.026979, 4.451441], [-2.235580, 4.890596, 3.199011], [-0.690088, 4.503664, 4.013486], [-6.136829, 0.159283, 7.767342], [-6.477288, -0.315669, 6.353235], [-5.166225, -0.398465, 5.568878], [-3.882302, -0.721852, 6.773772], [-2.995359, 0.422640, 6.821782], [-3.390897, -2.068664, 6.597147], [-4.942231, -0.676857, 8.207854], [-6.981448, 0.041628, 8.448784], [-5.864644, 1.219650, 7.745385], [-6.939640, -1.306545, 6.403361], [-7.188102, 0.352689, 5.862646], [-5.185409, -1.205746, 4.836059], [-4.935686, 0.547155, 5.074379], [-4.405598, -0.247718, 9.053641], [-5.241540, -1.702640, 8.433305]],
  "atomic_forces_ev_per_a": [[-1.647, -0.166, 0.820], [-1.173, -0.718, -0.909], [-0.997, -0.447, -0.844], [0.611, 0.367, -0.116], [1.716, 0.398, 0.316], [-1.173, 0.266, -0.539], [0.793, 0.234, 0.365], [-0.331, -0.567, -1.683], [-0.600, -0.020, -1.403], [-0.522, 0.400, -0.802], [0.047, 1.595, -0.086], [-1.294, 2.455, -2.895], [1.435, 1.140, 3.662], [0.484, 2.708, -0.910], [-0.122, 0.123, -0.590], [0.362, 0.455, -1.853], [0.107, 0.081, 0.103], [-0.145, 0.080, -0.131], [0.725, -0.385, 0.506], [3.661, -2.545, -0.138], [1.172, -1.525, -2.788], [-0.321, 0.371, 1.071], [0.308, -0.014, 1.382], [4.362, 2.550, 6.708], [0.594, -1.413, -0.761], [0.367, -1.610, -1.458], [-2.023, -1.313, -2.994], [-2.884, 1.525, -1.171], [-0.062, 0.176, -0.160], [-2.161, -3.063, 1.015], [0.449, 1.512, -0.453], [-1.240, 2.063, 0.900], [1.519, -0.921, 0.580], [0.085, 0.150, -0.732], [1.613, -0.378, -0.767], [0.880, 1.637, 0.764], [-0.791, 0.405, -1.159], [0.876, 0.711, 1.628], [1.400, -0.653, -0.089], [-0.446, -1.441, 1.067], [1.699, 0.052, 1.101], [-1.536, -0.038, 0.008], [0.130, -0.566, 1.760], [1.878, -0.121, -0.721], [0.618, 0.350, 1.620], [-0.847, -0.681, 0.622], [-1.517, -0.889, -0.618], [0.988, -0.489, -1.671], [0.803, -1.605, -0.873], [-1.012, -1.261, 1.060], [0.428, -0.625, 0.202], [-0.263, -0.092, 0.939], [-0.433, -1.500, 1.302], [-0.344, 0.351, 1.558], [-0.065, -0.795, -0.213], [-0.677, 1.391, -0.771], [0.902, -0.062, 1.400], [-0.947, -1.639, -0.284], [-2.254, -0.183, 0.445], [-1.130, 2.009, -0.419], [-1.395, -0.171, 1.405], [0.524, 0.593, 1.135], [0.367, 1.032, -0.940], [-1.544, -0.380, -0.464], [0.334, 0.942, -0.573], [1.540, -0.601, 0.649], [0.586, -1.629, -1.174], [-1.761, 0.784, -0.950], [-1.054, 1.775, 0.676], [0.008, 0.231, -0.524], [0.041, 0.033, -0.457], [0.101, -0.246, -0.484], [-0.042, -0.092, 0.035], [0.071, 0.470, 0.328], [0.026, -0.265, 0.370], [0.187, 0.345, 1.105], [0.369, -0.324, -0.603], [-0.196, -0.189, -0.679], [-0.185, 0.520, 0.081], [-0.023, -0.048, -0.103], [0.066, 0.071, -0.014], [-0.054, 0.003, -0.083], [0.354, 0.300, -0.434], [-0.137, -0.013, -0.197], [0.127, 0.092, -0.134], [0.107, -0.129, -0.130], [-0.050, -0.096, -0.084], [-0.065, 0.156, -0.020], [-0.251, -0.049, 0.031], [-0.363, 0.117, -0.432], [-0.310, -0.705, 0.312], [-0.187, -0.941, 0.191], [0.296, 0.522, -0.080], [-0.283, 0.145, 0.375], [0.099, 0.026, -0.047], [-0.018, -0.075, 0.059], [0.058, 0.089, -0.007], [0.080, -0.088, 0.018], [0.219, 0.088, 0.070], [0.051, -0.073, 0.066], [0.124, -0.099, -0.125], [0.122, 0.049, -0.068]]
}